Below is a cluster of 2 separate species, C10H12ClN3 in total, with properties calculated with ωB97M-V/def2-TZVPD.

Calculated values
Max |F| = 3.935 eV Å⁻¹
Kohn-Sham gap = 9.85 eV
Electronic energy = -27555.978 eV
LUMO energy = 0.7 eV
2S+1 = 1
Structure (SMILES) = Cc1cccc(Cl)c1C.c1nc[nH]n1
Energy relative to the best compared isomer or geometry (same formula, charge and spin) = 21.3 kcal per mole

Each atom is followed by the atoms it is bonded to, with distances in Å.
Element x y z (Å)
1 C 2.21 0.72 -0.99  C2 1.504, H10 1.100, H11 1.030, H12 1.057
2 C 0.76 0.62 -1.37  C1 1.504, C3 1.378, C8 1.409
3 C 0.17 1.63 -2.10  C2 1.378, C4 1.382, H13 1.104
4 C -1.08 1.54 -2.67  C3 1.382, C5 1.358, H14 1.112
5 C -1.89 0.57 -2.18  C4 1.358, C6 1.386, H15 1.074
6 C -1.34 -0.36 -1.30  C5 1.386, Cl7 1.744, C8 1.354
7 Cl -2.53 -1.52 -0.78  C6 1.744
8 C -0.02 -0.50 -1.02  C2 1.409, C6 1.354, C9 1.511
9 C 0.60 -1.78 -0.51  C8 1.511, H16 1.112, H17 1.173, H18 1.113
10 H 2.43 1.79 -1.09  C1 1.100
11 H 2.83 0.29 -1.69  C1 1.030
12 H 2.65 0.48 -0.06  C1 1.057
13 H 0.70 2.56 -2.35  C3 1.104
14 H -1.21 2.35 -3.42  C4 1.112
15 H -2.94 0.52 -2.42  C5 1.074
16 H 1.62 -2.04 -0.85  C9 1.112
17 H 0.00 -2.77 -0.76  C9 1.173
18 H 0.78 -1.70 0.59  C9 1.113
19 C 0.74 -0.11 3.49  N20 1.374, N23 1.317, H24 1.020
20 N -0.35 0.45 4.11  C19 1.374, C21 1.278
21 C -1.36 -0.04 3.49  N20 1.278, N22 1.363, H25 1.081
22 N -0.96 -0.82 2.45  C21 1.363, N23 1.323, H26 1.114
23 N 0.36 -0.86 2.47  C19 1.317, N22 1.323
24 H 1.66 0.19 3.78  C19 1.020
25 H -2.42 0.12 3.63  C21 1.081
26 H -1.43 -1.31 1.56  N22 1.114